DFT (ωB97M-V/def2-TZVPD) results for the molecule C3H3Cl2NS in a non-equilibrium geometry.

Each line ends with the Mulliken charge.
CARTESIAN COORDINATES (ANGSTROEM)
Cl -2.507 -2.280 -1.032  -0.29
Cl -2.243 0.195 -1.348  -0.01
S -1.190 1.230 1.338  0.01
N -4.792 1.231 0.935  -0.34
C -3.686 1.003 0.693  0.22
C 0.251 0.301 0.573  -0.89
C -2.443 0.705 0.224  0.30
H 0.017 -0.845 0.509  0.32
H 1.164 0.318 1.317  0.32
H 0.572 0.965 -0.176  0.36

Results
**Energy relative to the best compared isomer or geometry (same formula, charge and spin)**: 3.098 eV
**Energy**: -40525.918 eV
**Kohn-Sham gap (alpha / beta)**: 8.13 / 5.98 eV